1.
DFT (wB97M-V/def2-TZVPD) results for a molecular structure, C39H41FN3O2Pt.

ORCA input file:
```
! RIJCOSX wB97M-V def2-TZVPD def2/J DEFGRID3
* xyz -1 1
Pt 0.104 -0.450 0.345
C 3.888 -2.651 1.459
C 2.491 -2.982 2.002
C 2.479 -4.412 2.542
C 2.081 -1.973 3.056
C 2.958 -1.742 4.109
C 2.685 -0.779 5.062
C 1.511 -0.057 4.973
C 0.572 -0.288 3.966
C -0.697 0.537 4.058
C -0.653 1.755 3.136
C -2.000 -0.247 3.924
C 0.871 -1.254 2.990
N -0.044 -1.587 1.944
C -0.723 -2.770 2.057
C -0.851 -3.411 3.310
C -1.512 -4.614 3.477
C -2.098 -5.257 2.398
C -1.995 -4.657 1.152
C -1.338 -3.457 0.992
F -1.263 -2.990 -0.272
H 4.104 -3.253 0.576
H 4.658 -2.855 2.206
H 3.972 -1.600 1.189
H 1.781 -2.926 1.176
H 3.163 -4.515 3.389
H 2.803 -5.105 1.765
H 1.483 -4.709 2.870
H 3.880 -2.307 4.164
H 3.381 -0.593 5.872
H 1.284 0.691 5.723
H -0.687 0.927 5.084
H -0.665 1.458 2.085
H 0.250 2.343 3.310
H -1.524 2.390 3.315
H -2.251 -0.450 2.886
H -2.814 0.339 4.360
H -1.952 -1.196 4.457
H -0.414 -2.933 4.175
H -1.567 -5.044 4.470
H -2.607 -6.204 2.513
H -2.415 -5.110 0.264
C -4.964 0.916 1.421
C -4.399 0.400 0.092
C -5.175 -0.853 -0.335
C -4.554 1.485 -0.982
C -2.977 0.063 0.258
C -1.805 -0.210 0.396
H -6.028 1.147 1.318
H -4.439 1.819 1.736
H -4.844 0.167 2.203
H -6.242 -0.627 -0.421
H -5.042 -1.651 0.395
H -4.814 -1.216 -1.297
H -5.610 1.726 -1.129
H -4.138 1.143 -1.930
H -4.026 2.392 -0.687
O 2.367 -2.147 -1.559
C 2.782 -1.099 -1.113
N 4.018 -0.567 -1.391
C 4.272 0.664 -0.694
C 2.908 0.819 0.039
O 2.633 1.758 0.764
N 2.121 -0.245 -0.239
C 4.568 1.837 -1.632
C 5.201 1.605 -2.849
C 5.547 2.655 -3.684
C 5.263 3.960 -3.313
C 4.631 4.198 -2.103
C 4.289 3.149 -1.265
C 5.427 0.538 0.305
C 6.483 -0.324 0.026
C 7.556 -0.440 0.896
C 7.587 0.307 2.063
C 6.541 1.172 2.344
C 5.471 1.294 1.471
H 4.623 -1.031 -2.040
H 5.423 0.595 -3.167
H 6.035 2.450 -4.628
H 5.532 4.784 -3.962
H 4.395 5.212 -1.806
H 3.788 3.336 -0.326
H 6.469 -0.929 -0.871
H 8.362 -1.124 0.663
H 8.417 0.210 2.751
H 6.550 1.753 3.257
H 4.651 1.959 1.702
*
```

Summary:
- energy (eV) = -55640.1953
- HOMO-LUMO gap (Ha) = 0.2442
- E_LUMO (Ha) = 0.09076

***

2.
DFT (wB97M-V/def2-TZVPD) results for 6 unconnected molecules or ions with the total composition C39H41FNO17P2.

ORCA input file:
```
! RIJCOSX wB97M-V def2-TZVPD def2/J DEFGRID3
* xyz -1 1
C 7.234 -1.005 -1.646
C 5.990 -0.181 -1.283
O 6.137 1.194 -1.513
C 5.857 1.678 -2.819
C 4.622 2.551 -2.831
P 2.904 1.791 -2.664
F 3.390 0.409 -3.549
O 3.267 0.920 -1.219
C 2.522 -0.236 -1.029
C 1.271 -0.174 -1.939
C 1.183 -1.235 -3.101
C 2.156 -2.395 -3.100
O 2.196 -3.002 -4.425
C 3.025 -2.375 -5.292
O 4.056 -2.853 -5.666
P -0.283 -0.373 -0.991
N -1.524 0.128 -1.774
O -0.127 0.243 0.494
O -0.441 -1.952 -0.702
O 1.284 1.061 -2.547
H 8.049 -0.355 -1.941
H 7.029 -1.745 -2.414
H 7.548 -1.584 -0.778
H 5.781 -0.273 -0.221
H 5.114 -0.569 -1.805
H 6.724 2.282 -3.101
H 5.790 0.864 -3.541
H 4.754 3.325 -2.079
H 4.591 3.035 -3.807
H 2.442 2.911 -1.898
H 2.443 2.380 -3.875
H 3.128 -1.135 -1.163
H 2.217 -0.255 0.022
H 0.178 -1.641 -3.194
H 1.350 -0.652 -3.993
H 1.833 -3.189 -2.435
H 3.162 -2.083 -2.848
H 2.668 -1.409 -5.663
H -2.046 0.848 -1.294
H -0.370 -0.446 1.129
H -1.001 -2.305 -1.417
C 1.079 5.920 0.801
C -0.229 5.931 1.029
C -1.039 4.694 0.913
O -2.237 4.714 1.141
C -0.343 3.452 0.520
C 0.966 3.431 0.284
C 1.789 4.667 0.414
O 2.984 4.675 0.233
H 1.693 6.808 0.889
H -0.760 6.830 1.316
H -0.947 2.558 0.455
H 1.483 2.524 -0.008
C -2.353 9.354 4.385
C -3.662 9.361 4.614
C -4.473 8.121 4.488
O -5.667 8.134 4.698
C -3.766 6.876 4.097
C -2.456 6.868 3.869
C -1.646 8.106 3.995
O -0.451 8.104 3.788
H -1.740 10.243 4.469
H -4.200 10.255 4.899
H -4.376 5.987 4.008
H -1.925 5.971 3.579
C 7.121 -5.520 -0.846
C 6.712 -6.589 -0.169
C 5.457 -7.296 -0.531
O 5.089 -8.271 0.089
C 4.677 -6.763 -1.674
C 5.082 -5.693 -2.354
C 6.339 -4.988 -1.995
O 6.722 -4.014 -2.603
H 8.030 -4.985 -0.602
H 7.263 -6.995 0.670
H 3.765 -7.293 -1.917
H 4.528 -5.285 -3.189
C -3.363 -2.350 0.380
C -4.257 -1.834 1.218
C -5.662 -1.624 0.800
O -6.487 -1.161 1.563
C -6.034 -2.003 -0.587
C -5.140 -2.515 -1.427
C -3.732 -2.730 -1.008
O -2.918 -3.201 -1.773
H -2.329 -2.511 0.650
H -4.009 -1.543 2.231
H -7.066 -1.834 -0.866
H -5.385 -2.795 -2.443
C -10.050 -4.323 5.150
C -9.144 -5.195 4.717
C -8.041 -4.772 3.816
O -7.217 -5.569 3.420
C -7.987 -3.343 3.420
C -8.893 -2.471 3.853
C -9.996 -2.891 4.753
O -10.826 -2.103 5.152
H -10.864 -4.605 5.806
H -9.162 -6.242 4.993
H -7.179 -3.051 2.767
H -8.867 -1.426 3.572
*
```

Summary:
- energy (eV) = -98697.4612
- HOMO-LUMO gap (Ha) = 0.1946
- E_LUMO (Ha) = -0.01239

***

3.
DFT (wB97M-V/def2-TZVPD) results for a molecular structure, C39H41IrN2O7P4S.

ORCA input file:
```
! RIJCOSX wB97M-V def2-TZVPD def2/J DEFGRID3
* xyz 3 2
Ir 0.283 0.265 -0.071
C -0.916 -1.224 3.949
C -1.350 0.054 3.239
O -2.454 0.703 3.848
P 0.039 1.224 3.000
O -0.514 2.681 2.859
O 0.813 1.224 4.351
O 0.926 0.782 1.845
P -1.897 -0.223 1.512
O -3.399 -0.631 1.572
O -1.604 1.101 0.774
O -1.053 -1.291 0.847
H -0.670 -1.007 4.989
H -0.039 -1.661 3.472
H -1.726 -1.953 3.924
H -2.315 0.806 4.800
H -1.164 2.757 2.139
H 1.398 1.966 4.565
H -3.912 -0.229 2.292
C 3.122 1.172 -2.397
C 1.758 1.774 -2.728
P 0.828 2.158 -1.220
C -0.705 2.943 -1.748
C -1.400 3.747 -0.843
C -2.592 4.348 -1.211
C -3.101 4.153 -2.490
C -2.411 3.365 -3.400
C -1.219 2.758 -3.033
C 1.775 3.466 -0.436
C 2.642 3.210 0.627
C 3.448 4.222 1.127
C 3.389 5.492 0.573
C 2.527 5.754 -0.486
C 1.722 4.748 -0.992
C 3.045 -0.336 -2.172
P 2.287 -0.823 -0.579
C 3.702 -0.772 0.569
C 4.748 -1.646 0.243
C 5.903 -1.682 1.002
C 6.035 -0.854 2.110
C 5.000 -0.002 2.453
C 3.838 0.038 1.693
C 1.985 -2.605 -0.728
C 2.533 -3.367 -1.765
C 2.332 -4.738 -1.802
C 1.589 -5.360 -0.806
C 1.045 -4.609 0.226
C 1.241 -3.236 0.268
H 3.563 1.660 -1.522
H 3.807 1.370 -3.221
H 1.176 1.072 -3.333
H 1.855 2.699 -3.300
H -0.987 3.933 0.141
H -3.116 4.984 -0.510
H -4.026 4.633 -2.780
H -2.791 3.241 -4.406
H -0.683 2.165 -3.764
H 2.682 2.223 1.054
H 4.126 4.017 1.945
H 4.016 6.282 0.963
H 2.484 6.745 -0.917
H 1.055 4.966 -1.817
H 4.052 -0.756 -2.146
H 2.523 -0.812 -3.004
H 4.669 -2.318 -0.602
H 6.699 -2.363 0.732
H 6.935 -0.888 2.709
H 5.090 0.634 3.324
H 3.026 0.661 2.017
H 3.132 -2.907 -2.541
H 2.770 -5.324 -2.599
H 1.442 -6.431 -0.831
H 0.473 -5.093 1.006
H 0.812 -2.663 1.078
S -3.705 -2.608 -4.456
C -2.492 -1.665 -3.557
C -2.939 -0.642 -2.734
C -2.045 -0.050 -1.862
N -0.756 -0.427 -1.769
C -0.328 -1.387 -2.599
C -1.156 -2.033 -3.498
C -3.651 -2.038 -6.059
C -4.878 -2.117 -6.759
C -4.891 -1.786 -8.106
N -3.758 -1.408 -8.690
C -2.574 -1.310 -8.064
C -2.481 -1.630 -6.728
H -3.971 -0.320 -2.727
H -2.368 0.742 -1.203
H 0.692 -1.714 -2.500
H -0.757 -2.858 -4.073
H -5.791 -2.430 -6.268
H -5.786 -1.815 -8.712
H -1.725 -1.008 -8.660
H -1.522 -1.593 -6.233
*
```

Summary:
- energy (eV) = -109233.8095
- HOMO-LUMO gap (spin up / spin down) (Ha) = 0.2692 / 0.1442
- E_LUMO (spin up / spin down) (Ha) = -0.30967 / -0.43467